Entry from OMol25: a molecular structure, C4H4AuO5 (ωB97M-V/def2-TZVPD).

CARTESIAN COORDINATES (ANGSTROEM)
1 O -2.19 -0.79 -0.09
2 C -2.62 0.47 0.03
3 C -0.75 -0.80 0.10
4 O -3.79 0.77 0.05
5 O -1.61 1.32 0.11
6 C -0.34 0.62 -0.22
7 H -0.31 -1.54 -0.56
8 H -0.58 -1.09 1.15
9 H -0.28 0.71 -1.33
10 O 2.34 -0.44 0.98
11 C 3.10 -0.07 0.01
12 O 2.68 0.84 -0.74
13 H 3.07 -1.29 -0.14
14 Au 1.29 1.28 0.65

Properties
LUMO energy (alpha / beta): -1.4 / -3.3 eV
Gap between HOMO and LUMO (alpha / beta): 5.68 / 7.38 eV
Multiplicity: 4
<S²>: 3.77

=====

Entry from OMol25: a molecular structure, C4H4Br12 (ωB97M-V/def2-TZVPD).

CARTESIAN COORDINATES (ANGSTROEM)
1 C -12.27 -16.72 -6.64
2 Br -11.74 -18.58 -6.69
3 Br -12.70 -16.28 -8.57
4 Br -10.76 -15.61 -5.82
5 H -13.16 -16.75 -6.03
6 C -10.36 -16.74 -2.85
7 Br -10.05 -16.66 -0.88
8 Br -11.83 -15.48 -3.27
9 Br -10.95 -18.60 -3.28
10 H -9.39 -16.45 -3.24
11 C -13.95 -16.31 -4.31
12 Br -14.80 -15.80 -5.96
13 Br -13.57 -18.25 -4.25
14 Br -14.95 -15.85 -2.77
15 H -12.95 -15.92 -4.16
16 C -14.41 -19.76 -2.71
17 Br -14.25 -20.58 -1.00
18 Br -15.99 -18.58 -2.90
19 Br -14.61 -21.16 -4.10
20 H -13.59 -19.09 -2.97

Properties
LUMO energy: -0.9 eV
Gap between HOMO and LUMO: 7.86 eV

=====

Entry from OMol25: a molecular structure, C4H4Br2 (ωB97M-V/def2-TZVPD).

CARTESIAN COORDINATES (ANGSTROEM)
1 C 0.14 0.13 1.56
2 C 0.20 -0.03 0.30
3 C -1.25 -0.05 -0.43
4 C 1.25 -0.10 -0.73
5 Br -2.22 -1.59 -0.08
6 Br -2.38 1.52 -0.12
7 H -0.10 0.29 2.58
8 H 1.28 0.90 -1.29
9 H 0.83 -0.61 -1.62
10 H 2.25 -0.46 -0.19

Properties
LUMO energy (alpha / beta): -0.3 / -0.9 eV
Gap between HOMO and LUMO (alpha / beta): 8.32 / 7.61 eV

=====

Entry from OMol25: 2 unconnected molecules or ions with the total composition C4H4BrClN2 (ωB97M-V/def2-TZVPD).

CARTESIAN COORDINATES (ANGSTROEM)
1 C 0.21 -0.50 0.30
2 C -2.61 1.55 1.12
3 C 2.33 0.30 -0.36
4 C -0.11 -1.29 -0.75
5 N 1.18 0.51 0.06
6 N -2.89 2.01 2.12
7 Cl -2.49 1.13 -0.46
8 Br -1.39 -2.74 -0.52
9 H -0.24 -0.40 1.30
10 H 2.73 -0.64 -0.46
11 H 2.90 1.10 -0.73
12 H 0.37 -1.02 -1.63

Properties
LUMO energy (alpha / beta): 0.4 / -2.8 eV
Gap between HOMO and LUMO (alpha / beta): 5.90 / 7.63 eV
Multiplicity: 3
<S²>: 2.02

=====

Entry from OMol25: a molecular structure, C4H4BrI (ωB97M-V/def2-TZVPD).

CARTESIAN COORDINATES (ANGSTROEM)
1 C -1.79 0.76 -0.21
2 C -0.89 -0.19 -0.06
3 C 1.54 -1.00 0.39
4 C 0.54 0.05 0.13
5 Br 1.35 1.80 0.01
6 I 3.66 -0.76 -0.04
7 H -2.86 0.73 -0.46
8 H -1.41 1.79 -0.09
9 H -1.17 -1.21 -0.18
10 H 1.02 -1.98 0.50

Properties
LUMO energy: -0.4 eV
Gap between HOMO and LUMO: 8.25 eV

=====

Entry from OMol25: 2 unconnected molecules or ions with the total composition C4H4BrNO (ωB97M-V/def2-TZVPD).

CARTESIAN COORDINATES (ANGSTROEM)
1 C 1.21 0.33 -0.51
2 C -0.06 0.81 0.00
3 C 1.15 -1.05 -0.61
4 C -0.72 -0.37 0.15
5 N -3.78 -1.03 0.73
6 O -0.12 -1.51 -0.32
7 Br -4.71 0.14 -0.17
8 H 2.13 0.95 -0.69
9 H -0.18 1.84 0.23
10 H 1.75 -1.93 -0.78
11 H -2.77 -0.76 0.91

Properties
LUMO energy (alpha / beta): -1.5 / -0.8 eV
Gap between HOMO and LUMO (alpha / beta): 7.60 / 8.51 eV

=====

Entry from OMol25: 2 unconnected molecules or ions with the total composition C4H4BrNS (ωB97M-V/def2-TZVPD).

CARTESIAN COORDINATES (ANGSTROEM)
1 C 0.82 -0.15 0.55
2 C 1.90 -0.43 -0.20
3 C -0.10 0.04 -1.66
4 C -0.27 0.12 -0.31
5 N -2.61 0.44 0.92
6 S 1.60 -0.26 -1.90
7 Br -2.38 1.62 2.23
8 H 0.91 -0.11 1.55
9 H 2.86 -0.88 0.17
10 H -0.59 0.05 -2.64
11 H -2.14 -0.45 1.31

Properties
LUMO energy (alpha / beta): -0.7 / -0.8 eV
Gap between HOMO and LUMO (alpha / beta): 8.56 / 8.43 eV

=====

Entry from OMol25: a single C4H4Cl2 molecule (ωB97M-V/def2-TZVPD).

CARTESIAN COORDINATES (ANGSTROEM)
1 C 0.47 -0.89 -0.10
2 C -0.54 0.01 -0.18
3 C -0.72 1.56 -0.10
4 C 0.48 2.25 0.07
5 H 0.35 -1.99 0.10
6 H -1.88 2.07 -0.13
7 H 1.60 1.76 0.38
8 H 0.31 3.33 0.07
9 Cl 2.12 -0.61 0.01
10 Cl -2.03 -0.73 0.07

Properties
LUMO energy: 0.4 eV
Gap between HOMO and LUMO: 9.22 eV
Structure (SMILES): C=C/C(Cl)=C\Cl

=====

In hartree, the E_tot values for the records above are, in order, -666.3789; -31042.5324; -5302.6441; -3298.2972; -3026.4398; -2858.5900; -3181.5714; -1075.0873.
In kcal per mole, the relative energy (zero: lowest compared OMol25 entry of this formula, charge and spin) values for the records above are, in order, 4.61; 249.46; 95.21; 32.01; 24.25; 143.83; 93.48; 47.09.